The following is a DFT calculation (the ωB97M-V functional and the def2-TZVPD basis) of a structure of composition C55H49ClGeOP2S2Tc at a distorted geometry.

XYZ file:
```
112
Properties=species:S:1:pos:R:3:forces:R:3
Tc -16.86620 -15.49002 -6.80592 -1.55 4.15 -4.18
S -15.41486 -17.46333 -6.70450 0.24 0.62 0.50
P -17.21502 -18.34671 -6.41152 -0.60 0.07 -0.22
C -18.18200 -16.87626 -6.40739 -0.16 -1.67 0.98
P -19.21705 -15.85122 -5.42178 1.71 -0.30 0.56
S -18.39296 -13.94997 -5.63559 0.09 -0.88 -1.12
C -20.94506 -15.92068 -5.81277 -0.15 0.12 -0.34
C -21.44315 -16.49203 -6.98079 1.01 -0.17 -0.10
C -22.78892 -16.44579 -7.24755 -0.69 -0.50 -1.22
C -23.65737 -15.79556 -6.37038 0.82 -0.48 -0.09
C -23.16992 -15.28345 -5.18654 1.08 -0.31 0.22
C -21.80278 -15.32277 -4.90577 -0.38 0.18 -0.18
C -19.00956 -16.20246 -3.68400 -0.78 0.49 -0.29
C -19.58673 -17.31441 -3.15131 -0.54 -1.20 1.37
C -19.36272 -17.62670 -1.78947 -1.22 -1.77 -1.36
C -18.61156 -16.86072 -0.97136 0.83 2.09 0.18
C -18.11313 -15.65368 -1.51085 -0.16 -0.43 -0.19
C -18.34100 -15.32978 -2.86544 1.43 0.19 2.05
C -17.16165 -19.59918 -5.08746 1.10 0.07 -0.07
C -16.28308 -19.36896 -3.98658 -1.14 -0.37 -0.43
C -15.98344 -20.42780 -3.10544 -0.36 0.39 -1.11
C -16.50225 -21.68748 -3.36059 -1.13 0.19 -1.21
C -17.35150 -21.90118 -4.48541 0.97 -0.84 0.88
C -17.63623 -20.89079 -5.39804 -0.06 -0.09 1.47
C -17.45070 -19.29577 -7.90404 -2.41 -0.20 -0.89
C -18.51582 -19.01388 -8.79986 1.51 -0.20 -0.77
C -18.57557 -19.71390 -10.05307 0.17 0.71 2.28
C -17.80379 -20.84907 -10.22640 -0.59 -0.48 -0.66
C -16.89457 -21.20881 -9.24224 1.13 -0.60 0.00
C -16.67496 -20.41861 -8.14089 1.03 0.44 0.47
H -20.71981 -16.94407 -7.66427 -0.44 0.01 0.10
H -23.16574 -16.96351 -8.16914 0.29 0.78 0.99
H -24.68602 -15.73121 -6.61020 -0.90 -0.03 -0.08
H -23.78854 -14.94574 -4.39606 -0.81 0.63 0.27
H -21.41336 -14.84906 -4.01371 -0.08 -0.14 0.15
H -20.28015 -17.90350 -3.75000 0.29 -0.21 0.16
H -19.78112 -18.53919 -1.37246 -0.17 0.08 -0.25
H -18.47648 -17.10366 0.08595 0.06 0.03 -0.45
H -17.54548 -15.00695 -0.84760 -0.08 0.15 -0.35
H -17.91091 -14.42908 -3.26543 0.02 0.17 0.07
H -15.91196 -18.34281 -3.87232 0.10 -0.59 0.21
H -15.30406 -20.30938 -2.29484 0.34 0.33 0.52
H -16.29773 -22.54354 -2.72800 0.14 0.20 0.05
H -17.64443 -22.96116 -4.61145 -0.18 0.92 -0.31
H -18.22757 -21.12111 -6.27357 0.02 0.20 0.07
H -19.15730 -18.16484 -8.56611 0.09 -0.17 -0.34
H -19.21046 -19.32318 -10.81128 -0.62 -0.05 -0.48
H -17.97808 -21.49194 -11.11641 0.43 0.64 0.66
H -16.21111 -22.05983 -9.32425 -0.55 0.10 -0.35
H -15.83153 -20.61412 -7.45783 -0.50 -0.20 -0.42
Cl -14.85595 -13.15023 -5.28144 -0.28 0.10 0.74
C -15.18282 -14.18347 -6.65856 1.71 -1.72 1.04
H -14.20758 -14.58771 -6.91841 -0.04 -0.16 -0.19
H -15.44390 -13.53909 -7.45383 -0.73 0.85 -1.13
C -19.57866 -8.11242 -4.86225 -1.60 -0.43 1.52
C -20.17469 -9.12472 -5.79505 -1.08 -0.78 0.11
C -21.33925 -9.87517 -5.39910 1.31 0.57 -1.71
C -22.00301 -10.64713 -6.34395 0.96 -0.68 -1.23
C -23.26284 -11.34360 -6.03070 -0.79 0.05 1.68
C -21.47018 -10.88152 -7.65904 1.61 2.06 1.24
C -22.05593 -11.82403 -8.56754 -1.07 -0.68 -1.89
O -21.80844 -11.89109 -9.77741 -0.73 -0.70 1.68
C -20.31556 -10.13771 -8.02653 -1.08 -0.43 0.39
C -19.68990 -10.19086 -9.37184 0.36 -0.57 -2.60
C -19.73737 -9.27970 -7.09738 0.13 -0.47 -0.22
H -20.41826 -7.72407 -4.22417 0.73 -0.11 -0.59
H -19.15329 -7.29503 -5.37684 0.55 0.85 -0.63
H -18.86360 -8.48399 -4.12935 0.21 -0.35 -0.25
H -21.66791 -9.80883 -4.38249 -0.46 0.13 0.32
H -23.56749 -10.96549 -5.05129 -0.32 -0.26 0.02
H -23.11200 -12.41377 -5.92486 -0.06 -0.24 -0.05
H -24.09935 -11.16938 -6.70255 0.16 0.09 -0.23
H -22.84335 -12.50684 -8.12725 0.65 0.33 -0.40
H -18.74074 -10.79220 -9.38855 -0.71 0.44 0.21
H -19.42290 -9.20003 -9.80183 -0.05 -0.35 0.78
H -20.35921 -10.64088 -10.16993 0.97 0.56 1.32
H -18.86378 -8.82533 -7.52363 0.40 0.80 0.50
C -16.92890 -15.24381 -8.53400 0.71 -0.61 3.43
Ge -16.79076 -14.67112 -10.35358 0.15 0.43 -3.00
C -16.41845 -12.84346 -11.08773 0.41 0.17 1.74
C -17.27290 -12.06387 -11.86536 0.29 -0.29 -0.33
C -16.71477 -11.10737 -12.72322 -0.14 -0.07 0.84
C -15.37691 -10.75596 -12.59276 -0.57 -1.15 0.25
C -14.54862 -11.40235 -11.68953 -0.88 -0.72 0.14
C -15.06578 -12.48957 -10.95279 0.67 0.98 -0.26
C -18.23143 -15.37532 -11.47384 -0.06 -1.44 -0.24
C -19.54955 -15.04098 -11.18393 1.07 0.07 -0.25
C -20.53993 -15.44655 -12.03784 -1.26 0.45 -0.08
C -20.28567 -16.27366 -13.10727 -0.34 -0.77 -0.04
C -19.00368 -16.74587 -13.36689 0.08 0.69 0.50
C -17.97719 -16.28658 -12.56484 0.18 0.64 1.40
C -15.26810 -15.52206 -11.19820 0.32 -0.51 -0.09
C -14.75777 -16.73858 -10.75373 -0.25 -0.80 -0.25
C -13.83542 -17.43491 -11.56759 -0.29 -1.24 0.99
C -13.44453 -16.95220 -12.79015 -0.18 0.99 -0.70
C -13.99761 -15.74478 -13.27180 -0.19 -0.20 1.13
C -14.89795 -15.04502 -12.47983 0.66 -0.83 0.59
H -18.34358 -12.24232 -11.84412 0.10 -0.14 -0.29
H -17.32864 -10.61906 -13.45911 -0.21 0.19 -0.04
H -14.95586 -10.06102 -13.25697 0.42 1.02 -0.70
H -13.52023 -11.09166 -11.68452 0.34 -0.19 0.43
H -14.35846 -13.04958 -10.31884 -0.57 0.15 -0.36
H -19.79150 -14.47661 -10.30255 -0.12 0.45 0.18
H -21.54510 -15.04842 -11.87901 0.15 -0.42 0.02
H -21.14845 -16.68331 -13.60493 -0.03 0.14 -0.60
H -18.74961 -17.41813 -14.16786 -0.29 -0.24 -0.15
H -16.99576 -16.73876 -12.70040 -0.03 0.50 -0.03
H -15.19123 -17.25909 -9.85934 0.69 0.72 -0.67
H -13.48123 -18.45566 -11.27006 -0.28 1.16 -0.09
H -12.72525 -17.50263 -13.37715 0.01 -0.04 -0.12
H -13.76386 -15.26733 -14.20307 0.39 -0.34 -0.48
H -15.25852 -14.11585 -12.86875 -0.35 0.28 -0.05
```
Forces are in eV/Å.

total charge: +1
energy relative to the best compared isomer or geometry (same formula, charge and spin): 42.9 kcal per mole
electronic energy: -171352.0067 eV

These are the Mulliken partial charges, in e, on atoms 1 to 4: number 1, Tc, carries -2.35; number 2, S, carries -0.41; number 3, P, carries 1.46; number 4, C, carries -0.24